(1)
Below is 4 unconnected molecules or ions with the total composition C23H31BIN4O2 at a distorted geometry, with properties calculated with ωB97M-V/def2-TZVPD.

The energy comes out at -43188.0794 eV. As for the HOMO energy: -4.65 eV. The gap between HOMO and LUMO comes out at 7.19 eV. As for the charge: -1.

Each line ends with the Mulliken charge.
Cartesian coordinates (Å):
C: -1.90 -3.76 1.74  -1.004
C: -0.63 -4.54 1.98  -0.713
C: 0.52 -4.10 1.08  -0.821
N: 0.87 -2.70 1.31  -0.518
B: 1.61 -2.01 0.11  0.999
C: 2.90 -2.92 -0.42  -1.412
C: 2.25 -0.59 0.68  -0.985
C: 1.44 0.14 1.65  0.393
O: 1.20 1.34 1.61  -0.643
C: 0.55 -1.87 -1.19  -0.086
C: 0.33 -0.51 -1.70  -0.303
O: 0.99 0.04 -2.55  -0.561
I: -1.33 0.64 -0.88  -0.103
H: -2.02 -3.47 0.70  0.229
H: -2.77 -4.37 2.00  0.377
H: -1.96 -2.87 2.33  0.228
H: -0.30 -4.40 3.00  0.302
H: -0.79 -5.60 1.84  0.436
H: 1.36 -4.77 1.28  0.250
H: 0.23 -4.27 0.05  0.412
H: 1.57 -2.72 2.05  0.183
H: 3.57 -2.32 -1.03  0.274
H: 3.47 -3.24 0.45  0.255
H: 2.59 -3.79 -1.00  0.357
H: 2.60 0.10 -0.09  0.301
H: 3.14 -0.89 1.24  0.288
H: 1.02 -0.41 2.50  0.292
H: -0.41 -2.30 -0.92  0.242
H: 0.95 -2.41 -2.03  0.254
N: -5.21 0.68 -1.32  -0.441
C: -5.80 0.56 -2.51  -0.181
C: -6.36 1.63 -3.20  -0.366
C: -6.31 2.89 -2.62  -0.182
C: -5.71 3.02 -1.39  -0.395
C: -5.17 1.89 -0.78  -0.214
H: -5.81 -0.44 -2.93  0.342
H: -6.81 1.47 -4.17  0.341
H: -6.73 3.74 -3.13  0.353
H: -5.64 3.99 -0.90  0.346
H: -4.68 1.96 0.18  0.401
N: 2.29 1.72 -6.16  -0.514
C: 1.97 2.04 -4.90  -0.382
C: 1.98 3.34 -4.42  -0.551
C: 2.33 4.37 -5.28  -0.319
C: 2.66 4.05 -6.59  -0.341
C: 2.63 2.72 -6.97  -0.184
H: 1.70 1.21 -4.25  0.894
H: 1.71 3.54 -3.39  0.393
H: 2.34 5.39 -4.94  0.368
H: 2.94 4.82 -7.30  0.341
H: 2.88 2.43 -7.99  0.365
N: 0.18 0.50 6.74  -0.582
C: 0.43 0.85 5.48  -0.253
C: 1.65 1.32 5.03  -0.184
C: 2.68 1.45 5.96  -0.436
C: 2.44 1.10 7.28  -0.254
C: 1.18 0.63 7.61  -0.242
H: -0.40 0.73 4.79  0.473
H: 1.79 1.58 3.99  0.417
H: 3.65 1.81 5.65  0.383
H: 3.21 1.18 8.03  0.344
H: 0.95 0.34 8.63  0.336

---

(2)
Below is a molecular structure, C23H31Br2HfN3OS3 at a distorted geometry, with properties calculated with ωB97M-V/def2-TZVPD.

The energy comes out at -204759.1707 eV. As for the HOMO energy: -13.38 eV. The gap between HOMO and LUMO comes out at 7.55 eV. As for the charge: +2.

Each line ends with the Mulliken charge.
Cartesian coordinates (Å):
Hf: -0.57 -0.26 -0.14  0.132
S: 3.91 -0.51 -1.39  -0.208
C: 3.46 1.11 -1.67  -0.654
C: 2.12 1.33 -1.46  -0.646
C: 1.40 0.18 -1.04  0.875
C: 2.27 -0.90 -0.94  -0.251
C: 1.85 -2.23 -0.57  1.561
C: 2.66 -3.36 -0.72  -1.249
C: 2.14 -4.61 -0.46  -0.582
C: 0.80 -4.71 -0.08  -1.082
C: 0.06 -3.56 0.08  -0.261
N: 0.57 -2.33 -0.13  0.656
H: 4.20 1.82 -1.97  0.518
H: 1.68 2.31 -1.62  0.422
H: 3.67 -3.24 -1.07  0.509
H: 2.74 -5.49 -0.58  0.475
H: 0.34 -5.67 0.09  0.505
H: -0.99 -3.59 0.33  0.563
N: -1.38 1.65 -1.48  -0.540
C: -1.61 2.90 -0.71  -0.438
C: -2.90 2.86 0.10  -0.755
C: -2.79 2.08 1.41  -0.559
N: -2.48 0.65 1.16  -0.423
H: -0.67 1.85 -2.19  0.318
H: -2.24 1.45 -2.01  0.259
H: -1.66 3.76 -1.39  0.485
H: -0.75 3.04 -0.05  0.056
H: -3.71 2.44 -0.51  0.316
H: -3.19 3.88 0.35  0.395
H: -3.74 2.17 1.95  0.498
H: -2.01 2.51 2.03  0.215
H: -3.26 0.26 0.62  0.364
H: -2.52 0.18 2.07  0.237
Br: -0.41 -1.71 2.90  0.114
C: -1.82 -3.02 3.28  -0.679
Br: -3.40 -2.57 2.27  -0.051
H: -2.04 -2.98 4.35  0.480
H: -1.45 -4.00 2.99  0.378
O: 0.41 0.97 1.51  -0.175
S: 0.55 1.83 2.78  0.184
C: 1.77 3.15 2.39  -0.619
C: 3.12 2.71 2.94  -0.689
C: 2.83 1.91 4.20  -0.794
C: 1.75 0.92 3.83  -0.511
H: 1.40 4.05 2.89  0.525
H: 1.78 3.32 1.31  0.308
H: 3.74 3.58 3.16  0.413
H: 3.64 2.09 2.22  0.263
H: 2.49 2.56 5.01  0.343
H: 3.72 1.38 4.55  0.376
H: 1.22 0.50 4.68  0.446
H: 2.12 0.11 3.20  0.261
S: -2.50 -1.51 -1.11  -0.401
C: -1.96 -1.22 -2.77  0.077
C: -0.65 -1.52 -3.15  0.242
C: -0.24 -1.32 -4.46  -0.742
C: -1.13 -0.82 -5.40  -0.677
C: -2.44 -0.56 -5.04  -0.547
C: -2.86 -0.76 -3.73  -0.624
H: 0.01 -2.02 -2.45  0.551
H: 0.76 -1.58 -4.74  0.489
H: -0.80 -0.66 -6.41  0.431
H: -3.14 -0.21 -5.77  0.435
H: -3.89 -0.59 -3.46  0.479

---

(3)
Below is a molecular structure, C23H31GeO7PRuSe at a distorted geometry, with properties calculated with ωB97M-V/def2-TZVPD.

The energy comes out at -172414.3394 eV. As for the HOMO energy (alpha / beta): -11.69 / -11.95 eV. Its multiplicity is 2. The gap between HOMO and LUMO (alpha / beta) comes out at 8.22 / 7.85 eV. As for the charge: +1.

Each line ends with the Löwdin spin population.
Cartesian coordinates (Å):
Ru: -0.25 0.35 -0.26  0.833
O: 1.18 3.48 2.18  0.002
C: 0.92 2.34 1.60  0.002
O: 0.83 2.20 0.39  0.034
C: 0.82 1.17 2.54  0.000
O: 0.11 0.11 1.93  -0.001
C: -1.24 -0.10 2.43  0.001
C: -2.20 0.91 1.80  0.003
O: -3.25 1.19 2.31  0.003
O: -1.75 1.40 0.67  0.024
H: 1.28 4.17 1.51  0.000
H: 0.37 1.46 3.49  0.000
H: 1.85 0.83 2.72  0.000
H: -1.25 -0.04 3.51  0.000
H: -1.51 -1.10 2.11  0.000
O: 0.60 -3.62 -0.41  0.013
C: 0.61 -2.47 -0.72  0.005
O: -0.27 -1.60 -0.23  0.063
C: 1.59 -1.88 -1.73  0.003
P: 1.66 -0.07 -1.49  -0.005
C: 3.09 0.20 -0.40  -0.002
C: 3.96 1.27 -0.60  -0.001
C: 4.97 1.52 0.32  0.000
C: 5.12 0.70 1.43  -0.001
C: 4.26 -0.37 1.63  0.000
C: 3.23 -0.61 0.72  -0.001
C: 2.07 0.69 -3.07  -0.003
C: 1.27 1.69 -3.63  -0.001
C: 1.62 2.25 -4.85  0.000
C: 2.76 1.81 -5.51  0.000
C: 3.56 0.82 -4.96  0.000
C: 3.21 0.26 -3.74  -0.001
H: 1.19 -2.10 -2.72  0.000
H: 2.56 -2.36 -1.65  0.000
H: 3.85 1.91 -1.47  0.000
H: 5.65 2.34 0.16  0.000
H: 5.92 0.89 2.14  0.000
H: 4.38 -1.02 2.48  0.000
H: 2.56 -1.45 0.90  0.000
H: 0.38 2.02 -3.11  0.000
H: 1.01 3.03 -5.28  0.000
H: 3.04 2.26 -6.46  0.000
H: 4.44 0.47 -5.48  0.000
H: 3.84 -0.51 -3.30  0.000
C: -4.71 -1.48 -2.82  0.001
Ge: -3.88 -0.60 -4.35  0.000
C: -4.71 1.10 -4.80  0.000
C: -3.71 -1.75 -5.92  0.000
C: -1.97 -0.26 -3.84  0.000
Se: -1.85 0.60 -2.11  0.023
C: -2.41 2.43 -2.37  0.005
H: -5.75 -1.72 -3.05  0.000
H: -4.70 -0.82 -1.96  0.001
H: -4.19 -2.40 -2.57  0.000
H: -5.54 0.93 -5.48  0.000
H: -4.00 1.77 -5.30  0.000
H: -5.10 1.61 -3.92  0.000
H: -4.69 -1.96 -6.33  0.000
H: -3.24 -2.70 -5.66  0.000
H: -3.11 -1.26 -6.69  0.000
H: -1.43 0.34 -4.58  0.001
H: -1.44 -1.21 -3.73  0.000
H: -2.10 2.78 -3.36  0.001
H: -1.93 3.01 -1.59  0.000
H: -3.49 2.48 -2.26  0.000

---

(4)
Below is a single C23H31N3O2S molecule, with properties calculated with ωB97M-V/def2-TZVPD.

The energy comes out at -43756.1473 eV. As for the HOMO energy: -7.97 eV. As for the SMILES: CCn1c(=O)cc(SCC(=O)N2CCN(C3CCCCC3)CC2)c2ccccc21. The gap between HOMO and LUMO comes out at 8.12 eV. As for the charge: 0.

Each line ends with the Mulliken charge.
Cartesian coordinates (Å):
C: 0.79 -0.47 3.76  -0.931
H: 0.59 -1.23 3.00  0.198
H: 0.62 -0.91 4.74  0.437
H: 0.09 0.35 3.61  0.315
C: 2.23 0.00 3.65  -1.146
N: 2.51 0.57 2.34  0.113
C: 2.06 1.83 2.01  0.779
C: 1.45 2.67 2.95  -0.794
C: 1.01 3.93 2.59  -0.869
C: 1.16 4.39 1.29  -0.958
C: 1.75 3.58 0.35  -1.010
C: 2.21 2.30 0.69  0.877
C: 2.83 1.44 -0.28  1.289
C: 3.36 0.26 0.11  -0.462
C: 3.20 -0.25 1.45  -0.080
O: 3.61 -1.34 1.81  -0.720
H: 3.89 -0.40 -0.56  0.569
S: 2.82 2.00 -1.96  -0.281
C: 3.16 0.52 -2.97  -0.733
C: 2.58 -0.83 -2.55  0.631
O: 3.34 -1.79 -2.53  -0.650
N: 1.27 -0.94 -2.27  0.156
C: 0.24 0.07 -2.36  -0.772
H: 0.64 1.01 -2.72  0.414
C: -0.41 0.28 -0.97  -0.269
N: -0.85 -0.93 -0.33  0.314
C: 0.18 -1.95 -0.35  -0.385
H: -0.21 -2.88 0.06  0.692
C: 0.77 -2.20 -1.75  -1.210
H: 1.61 -2.90 -1.69  0.511
H: 0.01 -2.60 -2.43  0.284
H: 1.00 -1.61 0.30  -0.218
C: -2.23 -1.35 -0.49  -0.028
C: -3.14 -0.46 0.37  -0.706
C: -4.57 -0.99 0.38  -0.769
C: -5.11 -1.06 -1.04  -0.683
C: -4.22 -1.94 -1.91  -0.883
C: -2.79 -1.41 -1.92  -0.411
H: -2.78 -0.40 -2.36  0.270
H: -2.16 -2.05 -2.54  0.161
H: -4.60 -1.97 -2.93  0.372
H: -4.22 -2.96 -1.52  0.360
H: -6.13 -1.47 -1.03  0.343
H: -5.16 -0.06 -1.47  0.331
H: -5.20 -0.34 0.99  0.369
H: -4.58 -1.98 0.83  0.359
H: -2.74 -0.42 1.38  0.338
H: -3.13 0.56 -0.03  0.234
H: -2.29 -2.36 -0.07  0.297
H: -1.24 0.97 -1.07  0.599
H: 0.34 0.74 -0.32  -0.376
H: -0.51 -0.29 -3.07  0.322
H: 2.78 0.79 -3.96  0.462
H: 4.24 0.39 -3.04  0.458
H: 1.88 3.92 -0.66  0.390
H: 0.81 5.38 1.02  0.419
H: 0.55 4.55 3.34  0.406
H: 1.32 2.35 3.97  0.291
H: 2.90 -0.86 3.75  0.456
H: 2.48 0.72 4.43  0.528

---

(5)
Below is a single C23H31N3O3 molecule, with properties calculated with ωB97M-V/def2-TZVPD.

The energy comes out at -34968.3140 eV. As for the HOMO energy: -8.79 eV. As for the SMILES: CCOC(=O)[C@]1(Cc2ccccc2C)CCCN(C(=O)CCn2nccc2C)C1. The gap between HOMO and LUMO comes out at 9.49 eV. As for the charge: 0.

Each line ends with the Mulliken charge.
Cartesian coordinates (Å):
C: 0.97 2.14 -2.04  -1.123
C: 0.26 0.83 -2.33  0.140
H: -0.81 0.92 -2.12  -0.033
H: 0.42 0.51 -3.36  0.434
O: 0.80 -0.25 -1.54  -0.286
C: 0.43 -0.31 -0.28  -0.554
O: -0.29 0.48 0.27  -0.657
C: 1.01 -1.52 0.46  3.723
C: -0.13 -2.16 1.28  -2.838
N: -1.11 -2.77 0.41  0.303
C: -2.33 -2.29 0.06  0.835
O: -3.00 -2.83 -0.80  -0.710
C: -2.86 -1.08 0.83  0.416
H: -3.23 -1.44 1.80  0.445
H: -2.07 -0.36 1.00  -0.186
C: -3.98 -0.38 0.04  -1.286
N: -3.63 0.97 -0.28  0.898
C: -3.71 2.05 0.52  1.122
C: -3.21 3.12 -0.20  -1.038
C: -2.84 2.57 -1.43  -0.365
N: -3.09 1.27 -1.46  -1.050
H: -2.41 3.06 -2.28  0.561
H: -3.13 4.14 0.12  0.441
C: -4.27 1.99 1.90  -1.428
H: -4.25 2.99 2.34  0.381
H: -3.68 1.33 2.53  0.260
H: -5.29 1.63 1.89  0.323
H: -4.92 -0.38 0.60  0.170
H: -4.13 -0.92 -0.90  0.543
C: -0.55 -3.85 -0.39  -1.138
C: 0.53 -3.28 -1.30  -0.532
C: 1.61 -2.57 -0.49  -1.320
H: 2.14 -3.31 0.12  0.501
H: 2.31 -2.09 -1.16  0.384
H: 0.98 -4.09 -1.88  0.473
H: 0.07 -2.58 -2.00  0.206
H: -0.13 -4.60 0.29  0.395
H: -1.36 -4.30 -0.96  0.505
H: 0.29 -2.95 1.91  0.369
H: -0.60 -1.42 1.92  0.433
C: 2.07 -0.97 1.45  -2.290
C: 3.03 0.00 0.81  0.693
C: 4.07 -0.50 0.03  -0.344
C: 4.95 0.34 -0.64  -0.937
C: 4.80 1.71 -0.51  -0.663
C: 3.80 2.21 0.30  -0.782
C: 2.92 1.38 0.97  1.431
C: 1.90 2.00 1.88  -1.544
H: 1.99 3.08 1.87  0.402
H: 0.88 1.73 1.58  0.153
H: 2.04 1.66 2.91  0.369
H: 3.71 3.28 0.42  0.352
H: 5.47 2.38 -1.03  0.403
H: 5.74 -0.08 -1.24  0.420
H: 4.21 -1.57 -0.05  0.539
H: 1.55 -0.48 2.27  0.488
H: 2.63 -1.82 1.86  0.598
H: 2.04 2.03 -2.15  0.275
H: 0.75 2.48 -1.03  0.187
H: 0.62 2.90 -2.75  0.534

---

(6)
Below is a single C23H31NO4 molecule, with properties calculated with ωB97M-V/def2-TZVPD.

The energy comes out at -34034.2311 eV. As for the HOMO energy: -8.30 eV. As for the SMILES: CCOc1cc(C(=O)N[C@H](C)CCc2ccccc2)cc(OCC)c1OCC. The gap between HOMO and LUMO comes out at 9.06 eV. As for the charge: 0.

Each line ends with the Mulliken charge.
Cartesian coordinates (Å):
C: 1.06 -2.98 3.95  -1.052
C: 2.17 -2.43 3.06  -0.522
H: 2.18 -1.33 3.09  0.385
H: 3.14 -2.80 3.40  0.394
O: 2.07 -2.89 1.72  -0.478
C: 1.09 -2.41 0.90  0.636
C: 0.28 -1.33 1.22  -0.442
C: -0.65 -0.86 0.31  0.033
C: -0.77 -1.47 -0.92  -1.010
C: 0.02 -2.57 -1.26  -0.084
C: 0.95 -3.06 -0.34  1.148
O: 1.74 -4.14 -0.69  -0.580
C: 1.81 -5.24 0.21  -0.314
C: 0.44 -5.76 0.64  -1.022
H: 0.57 -6.64 1.26  0.395
H: -0.09 -5.00 1.22  0.234
H: -0.16 -6.02 -0.23  0.291
H: 2.41 -4.98 1.09  0.239
H: 2.35 -6.00 -0.36  0.404
O: -0.24 -3.05 -2.50  -0.410
C: 0.48 -4.13 -3.08  0.066
C: 0.02 -4.25 -4.52  -1.484
H: 0.24 -3.33 -5.06  0.339
H: 0.54 -5.07 -5.01  0.421
H: -1.05 -4.43 -4.56  0.341
H: 0.27 -5.06 -2.54  0.102
H: 1.56 -3.93 -3.03  0.324
H: -1.51 -1.16 -1.65  0.558
C: -1.50 0.29 0.74  0.082
O: -1.77 0.50 1.91  -0.720
N: -1.93 1.09 -0.26  -0.018
H: -1.62 0.92 -1.20  0.335
C: -2.74 2.27 -0.04  0.128
C: -4.00 2.20 -0.91  -1.660
H: -4.55 1.29 -0.70  0.418
H: -3.74 2.22 -1.96  0.342
H: -4.64 3.05 -0.70  0.416
H: -3.01 2.25 1.02  0.465
C: -1.93 3.54 -0.34  -0.792
H: -2.58 4.41 -0.22  0.387
H: -1.60 3.52 -1.38  0.341
C: -0.71 3.68 0.58  -0.628
C: 0.04 4.94 0.27  0.144
C: 1.07 4.94 -0.66  -0.273
C: 1.74 6.11 -0.98  -0.619
C: 1.37 7.30 -0.38  -0.408
C: 0.34 7.31 0.55  -0.596
C: -0.32 6.14 0.86  -0.308
H: -1.12 6.16 1.59  0.382
H: 0.06 8.24 1.02  0.373
H: 1.89 8.22 -0.62  0.372
H: 2.54 6.09 -1.70  0.374
H: 1.36 4.01 -1.13  0.376
H: -1.05 3.69 1.62  0.419
H: -0.06 2.81 0.45  0.220
H: 0.35 -0.82 2.17  0.522
H: 1.07 -4.07 3.93  0.295
H: 1.22 -2.65 4.98  0.406
H: 0.08 -2.64 3.62  0.313

---

(7)
Below is 3 unconnected molecules or ions with the total composition C23H32Cl2N2O9, with properties calculated with ωB97M-V/def2-TZVPD.

The energy comes out at -70822.8760 eV. As for the HOMO energy: -8.99 eV. As for the SMILES: CCN[C@@](C[C@@H](C)O)(OC(=O)c1ccncc1)/C(Cl)=C(\C)Cl.C[C@@H]1COC(=O)O1.C[C@@H]1COC(=O)O1. The gap between HOMO and LUMO comes out at 9.19 eV. As for the charge: 0.

Each line ends with the Mulliken charge.
Cartesian coordinates (Å):
C: 1.19 4.70 0.47  -1.579
C: 0.62 3.34 0.09  0.197
N: 1.27 2.88 -1.13  -0.203
C: 0.91 1.59 -1.71  0.846
C: 2.07 0.59 -1.62  -1.822
C: 2.46 0.04 -0.24  0.382
C: 2.97 1.02 0.82  -1.600
O: 1.39 -0.76 0.27  -0.379
O: -0.24 1.13 -1.00  0.651
C: -1.05 0.23 -1.62  0.202
O: -0.66 -0.66 -2.32  -0.542
C: -2.48 0.46 -1.26  0.302
C: -3.48 0.34 -2.21  -0.424
C: -4.79 0.58 -1.80  -0.507
N: -5.13 0.89 -0.55  -0.623
C: -4.16 0.97 0.35  -0.711
C: -2.82 0.78 0.05  0.020
C: 0.52 1.84 -3.20  -0.785
Cl: 1.41 1.00 -4.43  -0.179
C: -0.44 2.69 -3.56  0.766
C: -1.25 3.56 -2.64  -0.982
Cl: -0.83 2.93 -5.24  -0.215
H: 1.05 5.39 -0.36  0.333
H: 0.67 5.11 1.33  0.437
H: 2.26 4.64 0.66  0.333
H: 0.75 2.66 0.94  -0.116
H: -0.45 3.46 -0.06  0.243
H: 2.27 2.97 -1.06  0.504
H: 1.85 -0.26 -2.25  0.757
H: 2.96 1.08 -2.03  0.507
H: 3.30 -0.65 -0.45  0.387
H: 2.19 1.24 1.54  0.277
H: 3.38 1.94 0.40  0.312
H: 3.78 0.56 1.38  0.468
H: 1.62 -1.00 1.17  0.184
H: -3.25 0.09 -3.24  0.490
H: -5.59 0.51 -2.53  0.405
H: -4.46 1.20 1.37  0.414
H: -2.03 0.87 0.78  0.570
H: -1.67 3.00 -1.81  -0.015
H: -0.60 4.33 -2.22  0.193
H: -2.04 4.06 -3.19  0.484
C: -0.05 -1.84 4.94  -1.497
C: -1.33 -1.79 4.15  0.659
C: -1.26 -1.08 2.82  -0.157
O: -2.61 -0.62 2.65  -0.228
C: -3.15 -0.45 3.88  0.557
O: -4.17 0.11 4.10  -0.549
O: -2.34 -0.99 4.82  -0.411
H: -0.23 -2.24 5.93  0.382
H: 0.66 -2.49 4.42  0.315
H: 0.37 -0.84 5.05  0.403
H: -1.75 -2.79 4.02  0.279
H: -0.99 -1.74 1.99  0.182
H: -0.60 -0.21 2.83  0.038
C: 1.61 -4.14 -2.41  -1.633
C: 1.89 -3.74 -0.99  1.665
C: 2.79 -4.67 -0.19  -0.523
O: 2.33 -4.45 1.15  -0.337
C: 1.04 -4.05 1.08  0.617
O: 0.31 -3.93 2.01  -0.536
O: 0.70 -3.78 -0.19  -0.339
H: 0.85 -3.48 -2.84  0.339
H: 2.52 -4.06 -3.01  0.386
H: 1.24 -5.16 -2.46  0.425
H: 2.27 -2.71 -0.95  -0.648
H: 3.85 -4.44 -0.27  0.319
H: 2.61 -5.72 -0.45  0.305